{
  "formula": "C4H6O2",
  "method": "ωB97M-V with the def2-TZVPD basis set",
  "largest_force_ha_per_bohr": 0.0393,
  "homo_lumo_gap_ha": 0.3442,
  "e_tot_ev": -8337.672,
  "smiles": "C=C=O.CC=O",
  "de_lowest_kcal_mol": 64.3,
  "e_homo_ev": -9.21,
  "species": ["C", "C", "O", "C", "O", "C", "H", "H", "H", "H", "H", "H"],
  "positions_angstrom": [[1.4574, -1.0612, 0.2019], [0.5223, -0.2575, -0.6640], [0.1233, -0.5643, -1.7585], [-1.0117, 0.6134, 0.7619], [-0.5321, 0.2538, 1.7737], [-1.7474, 1.1654, -0.1843], [1.8371, -1.9099, -0.3689], [2.2752, -0.3827, 0.4632], [1.0191, -1.4069, 1.1443], [-2.5792, 1.7281, 0.2026], [0.2469, 0.8185, -0.3232], [-1.6108, 1.0032, -1.2487]],
  "atomic_forces_ev_per_a": [[0.13, 0.02, -0.17], [0.70, 0.43, -0.85], [0.13, -0.23, 0.39], [-1.14, 0.61, 1.56], [-0.44, 0.23, -0.71], [-0.35, 0.02, 0.20], [-0.04, 0.10, 0.06], [0.07, -0.15, 0.06], [-0.04, 0.15, -0.35], [-0.35, 0.02, -0.07], [1.22, -1.25, -0.50], [0.12, 0.06, 0.38]]
}

{
  "formula": "C4H6O2",
  "method": "ωB97M-V with the def2-TZVPD basis set",
  "largest_force_ha_per_bohr": 0.0730,
  "homo_lumo_gap_ha": 0.3446,
  "e_tot_ev": -8338.420,
  "smiles": "CCC(=O)C=O",
  "de_lowest_kcal_mol": 47.1,
  "e_homo_ev": -9.45,
  "species": ["C", "C", "C", "C", "H", "H", "H", "H", "H", "H", "O", "O"],
  "positions_angstrom": [[1.0295, -0.6854, 1.3082], [0.5501, 0.1914, 0.1557], [-0.8689, 0.3110, -0.1257], [-1.1484, 0.5138, -1.7407], [2.1253, -0.8542, 1.4951], [0.5155, -1.7037, 1.2355], [0.6984, -0.2638, 2.1704], [0.7464, 1.2952, 0.4497], [0.8276, -0.0212, -0.8318], [-2.2428, 0.3134, -2.0753], [-1.8041, 0.0617, 0.5673], [-0.4286, 0.8418, -2.6084]],
  "atomic_forces_ev_per_a": [[0.23, -2.78, -2.00], [0.81, 2.36, 1.91], [-1.05, -1.22, -1.70], [-3.58, -0.23, 1.10], [-0.94, 0.37, -0.98], [0.83, 1.19, 0.12], [-1.18, 1.16, 2.68], [0.46, -1.36, -0.96], [2.05, -0.20, -1.11], [0.93, -0.01, 1.18], [-0.72, 0.26, 0.37], [2.17, 0.46, -0.62]]
}

{
  "formula": "C4H6O2",
  "method": "ωB97M-V with the def2-TZVPD basis set",
  "largest_force_ha_per_bohr": 0.0122,
  "homo_lumo_gap_ha": 0.4035,
  "e_tot_ev": -8337.924,
  "smiles": "O[C@H]1C[C@H]2O[C@@H]12",
  "de_lowest_kcal_mol": 58.5,
  "e_homo_ev": -9.93,
  "species": ["O", "C", "C", "C", "O", "C", "H", "H", "H", "H", "H", "H"],
  "positions_angstrom": [[-0.4423, -0.3855, -1.9599], [0.0707, 0.2915, -0.8491], [-0.8639, 0.6263, 0.3663], [0.1870, -0.0283, 1.2558], [0.2640, -1.3970, 0.8408], [1.0087, -0.4378, 0.1109], [-0.5117, -1.3173, -1.7194], [0.5668, 1.1955, -1.2069], [-0.9976, 1.6995, 0.5221], [-1.8369, 0.1241, 0.3694], [0.4887, 0.2199, 2.2680], [2.0762, -0.5956, -0.0060]],
  "atomic_forces_ev_per_a": [[0.11, -0.19, 0.02], [0.01, 0.05, 0.13], [-0.07, 0.09, -0.02], [-0.05, 0.04, 0.23], [-0.21, -0.13, 0.07], [0.41, 0.34, -0.34], [-0.15, 0.04, -0.02], [-0.12, 0.01, -0.03], [0.03, -0.14, -0.03], [0.22, 0.05, 0.01], [-0.05, -0.14, -0.16], [-0.13, -0.02, 0.13]]
}

{
  "formula": "C4H6O2",
  "method": "ωB97M-V with the def2-TZVPD basis set",
  "largest_force_ha_per_bohr": 0.0690,
  "homo_lumo_gap_ha": 0.3873,
  "e_tot_ev": -8335.869,
  "de_lowest_kcal_mol": 105.9,
  "e_homo_ev": -9.87,
  "species": ["O", "C", "C", "C", "O", "C", "H", "H", "H", "H", "H", "H"],
  "positions_angstrom": [[-1.1032, -1.7574, 1.7019], [-0.7446, -0.6457, 1.3783], [-0.3096, -0.1170, 0.1129], [0.4578, 1.1516, -0.2627], [1.0527, 0.5065, -1.3933], [0.4442, -0.7570, -1.0886], [-1.0532, 0.3109, 1.9582], [-1.4850, 0.3369, 0.5937], [-0.1940, 1.9759, -0.5754], [1.1992, 1.5095, 0.4551], [1.2203, -1.5023, -0.8217], [-0.1451, -1.1530, -1.9171]],
  "atomic_forces_ev_per_a": [[0.42, 0.16, -0.12], [0.05, 0.45, 1.24], [-0.73, 0.41, 0.52], [0.03, 0.40, 0.38], [-0.06, 0.00, 0.06], [-0.66, -0.19, 0.03], [0.65, -0.87, 0.99], [0.67, -0.64, -3.42], [0.23, -0.07, 0.05], [0.02, 0.00, -0.01], [-0.59, 0.28, 0.27], [-0.04, 0.08, 0.01]]
}

Q: Number 2 is which compound?
A: C4H6O2

Q: What is the formula in the second record?
A: C4H6O2